No. 1
18
Properties=species:S:1:pos:R:3 method="wB97M-V/def2-TZVPD" mol_weight_g_mol=127.15 charge=0 orbital_gap_ha=0.35587
C 0.828 -0.198 -0.524
C -0.805 0.606 -0.163
C -0.575 2.139 -0.135
C -1.820 0.100 -1.124
C 1.866 -1.850 1.034
N -0.990 0.047 1.188
N -0.104 -0.753 1.588
N 0.898 -0.919 0.650
O 1.631 -0.240 -1.434
H -1.360 2.520 0.490
H -0.711 2.543 -1.105
H 0.435 2.366 0.201
H -2.098 0.984 -1.766
H -2.580 -0.428 -0.651
H -1.296 -0.550 -1.749
H 2.554 -2.040 0.253
H 2.579 -1.429 1.814
H 1.549 -2.899 1.434

---

No. 2
25
Properties=species:S:1:pos:R:3 method="wB97M-V/def2-TZVPD" mol_weight_g_mol=123.20 charge=-1 spin_multiplicity=2 orbital_gap_ha="0.11439 / 0.34164" s_squared=0.751
C -1.984 -0.616 1.270
C -0.579 -0.027 1.361
C 0.643 -0.971 1.138
C 0.562 -2.026 0.051
C 0.686 -1.483 -1.406
N 1.314 -0.199 -1.604
H -2.014 -1.529 0.677
H -2.654 0.082 0.772
H -2.364 -0.865 2.257
H -0.431 0.778 0.639
H -0.373 0.436 2.324
H 0.929 -1.429 2.090
H 1.461 -0.291 0.901
H -0.391 -2.565 0.083
H 1.352 -2.765 0.218
H -0.312 -1.379 -1.843
H 1.212 -2.221 -2.013
H 0.907 0.557 -1.071
H 2.318 -0.196 -1.527
H 1.482 3.003 1.219
H 0.781 2.996 -0.120
O 1.506 2.531 0.367
H -1.372 3.501 -1.772
H -0.973 2.033 -1.912
O -1.704 2.644 -2.102

---

No. 3
92
Properties=species:S:1:pos:R:3 method="wB97M-V/def2-TZVPD" mol_weight_g_mol=779.56 charge=0 spin_multiplicity=7 orbital_gap_ha="0.14086 / 0.18733" s_squared=12.021
Ir -0.218 -0.138 0.694
C -1.696 -0.027 2.107
C -1.713 1.149 1.269
C -1.912 0.662 -0.095
Si -1.372 2.873 1.926
C -1.990 -0.761 -0.068
C -1.814 -1.228 1.310
Si -1.355 -2.909 1.996
H -1.566 -0.025 3.185
H -2.035 1.290 -0.968
H -2.218 -1.400 -0.910
Cl 1.771 0.751 -3.817
C -0.860 -2.766 3.795
C -2.785 -4.094 1.771
C -1.040 2.795 3.769
C -2.825 3.992 1.556
H -3.701 -3.603 2.124
H -2.622 -4.992 2.382
H -2.931 -4.400 0.728
H 0.058 -2.171 3.911
H -0.679 -3.770 4.205
H -1.663 -2.294 4.375
H -3.751 3.472 1.841
H -2.890 4.273 0.497
H -2.735 4.904 2.164
H -1.977 2.605 4.311
H -0.641 3.762 4.107
H -0.317 2.011 4.029
C 0.189 -3.557 1.094
C 0.206 3.560 1.113
P 0.377 -2.790 -0.541
H 0.139 -4.656 1.038
H 1.059 -3.287 1.711
P 0.491 2.837 -0.531
H 1.064 3.300 1.754
H 0.146 4.659 1.072
C 2.184 3.455 -1.037
C -0.778 3.763 -1.602
C -0.902 -3.727 -1.571
C 2.023 -3.356 -1.217
C 3.012 -2.199 -1.402
H 1.781 -3.764 -2.215
C 2.678 -4.448 -0.376
H 2.951 -4.066 0.617
H 3.601 -4.756 -0.886
H 2.047 -5.337 -0.262
H 2.682 -1.485 -2.161
H 3.978 -2.612 -1.725
H 3.150 -1.643 -0.464
H -1.843 -3.550 -1.025
C -0.632 -5.230 -1.623
C -1.042 -3.114 -2.971
H -0.695 -5.711 -0.640
H 0.353 -5.449 -2.053
H -1.386 -5.708 -2.260
H -1.343 -2.060 -2.930
H -1.819 -3.657 -3.525
H -0.109 -3.187 -3.546
H -1.729 3.572 -1.078
C -0.873 3.149 -3.003
C -0.540 5.270 -1.648
H -0.551 5.731 -0.653
H -1.347 5.740 -2.228
H 0.407 5.515 -2.145
H -1.270 2.128 -2.975
H 0.101 3.121 -3.509
H -1.561 3.744 -3.618
C 3.246 2.410 -0.678
C 2.578 4.803 -0.447
H 2.124 3.528 -2.138
H 2.687 4.738 0.642
H 1.877 5.607 -0.687
H 3.555 5.080 -0.865
H 3.372 2.339 0.411
H 4.209 2.720 -1.108
H 3.010 1.419 -1.076
C 0.766 0.087 -2.509
H 1.132 0.418 -1.530
H -0.264 0.411 -2.680
H 0.799 -1.005 -2.588
O 1.921 -0.261 0.707
N 2.398 -0.358 1.987
C 2.044 0.572 2.906
C 2.440 0.422 4.230
C 3.258 -0.653 4.579
C 3.683 -1.537 3.585
C 3.251 -1.370 2.275
H 1.409 1.388 2.558
H 2.105 1.163 4.954
H 3.579 -0.803 5.610
H 4.327 -2.385 3.803
H 3.527 -2.039 1.462

---

No. 4
5
Properties=species:S:1:pos:R:3 method="wB97M-V/def2-TZVPD" mol_weight_g_mol=78.16 charge=0 orbital_gap_ha=0.30231
C -0.164 -0.195 -0.631
H 0.302 -0.520 1.377
H -0.723 -0.240 -1.678
S -0.722 -1.034 0.670
S 0.809 1.155 -0.414

---

No. 5
10
Properties=species:S:1:pos:R:3 method="wB97M-V/def2-TZVPD" mol_weight_g_mol=101.06 charge=0 orbital_gap_ha=0.32033
C 0.636 -1.121 0.720
C 1.320 -0.266 0.230
N -2.400 -0.303 -0.099
N -1.999 0.765 -0.053
N 2.066 0.711 -0.310
O -1.225 1.592 0.304
O -3.200 -1.107 -0.463
H 0.057 -1.840 1.212
H 1.692 1.080 -1.175
H 3.052 0.488 -0.364

---

No. 6
23
Properties=species:S:1:pos:R:3 method="wB97M-V/def2-TZVPD" mol_weight_g_mol=151.16 charge=0 orbital_gap_ha=0.33440
C 3.195 0.855 2.019
C 1.879 1.508 1.660
O 1.142 0.647 0.821
C -0.129 1.140 0.489
C -0.825 0.179 -0.450
H 3.026 -0.094 2.547
H 3.791 0.656 1.119
H 3.772 1.519 2.677
H 1.299 1.729 2.576
H 2.047 2.469 1.139
H -0.750 1.277 1.392
H -0.036 2.119 -0.017
H -1.565 0.832 -0.942
H -0.343 -0.791 -0.228
O -4.197 -1.503 -1.145
C -3.032 -1.701 -0.840
N -2.174 -2.265 -1.909
O -2.408 -1.041 0.058
H -1.095 -1.377 -2.371
H -1.522 -2.963 -1.560
H -2.667 -2.512 -2.762
O -0.160 -0.242 -2.251
H 0.752 -0.441 -2.021

---

No. 7
76
Properties=species:S:1:pos:R:3 method="wB97M-V/def2-TZVPD" mol_weight_g_mol=916.75 charge=+1 orbital_gap_ha=0.24070
Ir -0.619 -0.505 -2.467
C 2.274 -0.973 -3.691
O 1.503 -0.487 -2.574
C 2.119 -0.349 -1.331
C 3.478 -0.225 -1.151
C 3.935 -0.082 0.155
Br 5.789 0.109 0.451
C 3.065 -0.062 1.224
C 1.687 -0.183 1.024
C 1.215 -0.334 -0.276
O -0.119 -0.531 -0.547
C 0.809 -0.119 2.199
N 1.243 -0.221 3.424
C 0.132 -0.002 4.218
C 0.028 0.053 5.609
C -1.205 0.355 6.147
C -2.325 0.595 5.330
C -2.244 0.538 3.954
C -0.994 0.236 3.421
N -0.534 0.143 2.124
H 2.969 -0.200 -4.014
H 1.559 -1.199 -4.477
H 2.810 -1.875 -3.398
H 4.172 -0.234 -1.979
H 3.422 0.048 2.238
H -0.499 -1.987 -0.154
H 0.893 -0.130 6.233
H -1.321 0.410 7.221
H -3.272 0.835 5.795
H -3.104 0.739 3.330
H -1.061 0.253 1.276
C -2.269 1.867 -0.521
C -1.245 2.307 -1.504
N -0.601 1.544 -2.380
C 0.263 2.354 -3.091
C 0.129 3.622 -2.642
N -0.819 3.580 -1.643
C -1.217 4.721 -0.817
N -1.096 4.427 0.574
N -2.218 4.397 1.349
N -1.919 3.963 2.505
C -0.567 3.667 2.534
C 0.227 3.153 3.563
C 1.556 2.943 3.276
C 2.091 3.231 2.002
C 1.320 3.738 0.979
C -0.027 3.955 1.284
H -2.579 0.853 -0.747
H -3.145 2.515 -0.563
H -1.880 1.924 0.498
H 0.890 1.973 -3.877
H 0.604 4.539 -2.942
H -2.258 4.987 -0.991
H -0.577 5.553 -1.108
H -0.196 2.928 4.534
H 2.208 2.533 4.035
H 3.143 3.049 1.826
H 1.743 3.959 0.008
O -0.406 -2.892 -4.753
C -0.461 -3.367 -3.653
N -0.492 -2.568 -2.466
C -0.554 -3.379 -1.429
O -0.582 -3.008 -0.199
C -0.571 -4.792 -1.834
C -0.628 -5.957 -1.101
C -0.622 -7.149 -1.826
C -0.558 -7.151 -3.215
C -0.497 -5.963 -3.945
C -0.508 -4.792 -3.223
H -0.678 -5.951 -0.021
H -0.669 -8.091 -1.297
H -0.556 -8.096 -3.741
H -0.449 -5.961 -5.025
O -3.233 -2.094 -1.955
N -3.415 -1.355 -2.850
O -2.484 -0.333 -2.925

---

No. 8
105
Properties=species:S:1:pos:R:3 method="wB97M-V/def2-TZVPD" mol_weight_g_mol=1057.97 charge=-2 orbital_gap_ha=0.15587
Cs -0.718 -0.626 0.452
F -2.187 -1.894 5.540
C -1.302 -0.899 5.460
F -1.959 0.256 5.409
F -0.542 -0.918 6.558
S -0.298 -1.163 3.950
O -1.243 -1.038 2.870
O 0.332 -2.443 4.147
N 0.688 0.079 4.125
S 1.792 0.123 2.994
O 1.331 -0.547 1.801
O 2.418 1.405 2.909
C 3.167 -0.973 3.649
F 4.351 -0.409 3.373
F 3.082 -1.121 4.971
F 3.141 -2.172 3.078
C -0.053 5.008 3.329
C -0.792 5.952 2.634
C -1.325 5.621 1.403
C -1.122 4.339 0.853
N -0.397 3.439 1.541
C 0.109 3.769 2.726
C -1.702 3.951 -0.481
C -2.150 4.976 -1.340
C -2.745 4.672 -2.553
C -2.873 3.335 -2.928
C -2.375 2.336 -2.094
C -1.791 2.587 -0.830
H 0.381 5.219 4.300
H -0.959 6.938 3.053
H -1.923 6.348 0.875
H 0.689 2.997 3.225
H -2.016 6.027 -1.096
H -3.098 5.467 -3.204
H -3.359 3.088 -3.872
H -2.465 1.299 -2.429
N 3.398 -2.995 -2.765
C 3.102 -4.367 -2.873
C 3.441 -5.055 -4.025
C 3.189 -6.419 -4.141
C 2.593 -7.100 -3.097
C 2.235 -6.405 -1.945
C 2.482 -5.051 -1.827
S 1.962 -4.182 -0.372
N 2.317 -2.584 -0.709
C 2.925 -2.189 -1.737
C 3.247 -0.729 -1.860
C 4.437 -0.306 -2.432
C 4.717 1.055 -2.448
C 3.801 1.935 -1.911
C 2.626 1.416 -1.380
N 2.361 0.114 -1.353
H 3.608 -2.521 -3.627
H 3.907 -4.517 -4.845
H 3.454 -6.937 -5.054
H 2.384 -8.160 -3.180
H 1.733 -6.918 -1.130
H 5.150 -1.022 -2.822
H 5.648 1.416 -2.868
H 3.983 3.001 -1.898
H 1.855 2.065 -0.970
C -5.103 -1.595 -0.410
C -5.487 -1.829 -1.875
C -5.740 -0.487 -2.563
C -6.737 -2.698 -1.950
O -4.472 -2.557 -2.556
Si -2.896 -2.051 -2.852
O -2.164 -1.371 -1.661
O -2.183 -3.451 -3.452
C -2.152 -4.751 -2.895
C -3.410 -5.516 -3.310
C -0.920 -5.428 -3.482
C -2.040 -4.702 -1.369
O -3.049 -1.108 -4.228
C -2.081 -0.835 -5.224
C -2.455 0.516 -5.826
C -0.671 -0.751 -4.626
C -2.138 -1.925 -6.299
H -5.875 -1.009 0.097
H -4.148 -1.065 -0.359
H -4.989 -2.555 0.106
H -6.535 0.059 -2.048
H -6.024 -0.645 -3.607
H -4.831 0.123 -2.549
H -7.576 -2.216 -1.438
H -6.542 -3.665 -1.476
H -7.010 -2.873 -2.996
H -3.431 -5.634 -4.398
H -4.290 -4.947 -3.007
H -3.434 -6.507 -2.846
H -0.959 -5.380 -4.574
H -0.860 -6.477 -3.172
H -0.018 -4.911 -3.147
H -2.902 -4.183 -0.940
H -1.140 -4.155 -1.075
H -1.994 -5.717 -0.961
H -2.416 1.285 -5.050
H -3.475 0.472 -6.221
H -1.769 0.789 -6.635
H -0.659 -0.027 -3.806
H 0.044 -0.441 -5.395
H -0.366 -1.723 -4.223
H -3.114 -1.907 -6.793
H -2.003 -2.901 -5.827
H -1.356 -1.773 -7.051

---

No. 9
52
Properties=species:S:1:pos:R:3 method="wB97M-V/def2-TZVPD" mol_weight_g_mol=638.85 charge=+2 spin_multiplicity=6 orbital_gap_ha="0.25710 / 0.25709" s_squared=9.343
Dy 0.109 -0.091 -0.276
Br 0.433 -5.720 4.833
C 0.235 -4.572 3.371
C 0.093 -5.081 2.083
C -0.077 -4.240 0.995
C -0.100 -2.866 1.174
O -0.288 -2.051 0.116
C 0.059 -2.330 2.470
C 0.057 -0.927 2.825
N 0.001 0.105 2.045
C 0.064 1.449 2.554
C 0.334 1.776 3.854
C 0.424 3.126 4.266
C 0.257 4.135 3.366
C -0.020 3.829 2.012
C -0.226 4.830 1.034
C -0.531 4.495 -0.254
C -0.637 3.135 -0.577
N -0.437 2.169 0.300
C -0.137 2.490 1.599
C 0.214 -3.208 3.560
H 0.104 -6.152 1.929
H -0.213 -4.644 0.001
H 0.104 -0.761 3.900
H 0.504 1.013 4.601
H 0.631 3.346 5.304
H 0.325 5.171 3.671
H -0.148 5.872 1.323
H -0.705 5.245 -1.012
H -0.893 2.829 -1.585
H 0.316 -2.801 4.559
C 0.953 1.330 -4.559
C 1.167 0.415 -3.402
O 0.327 0.360 -2.463
N 2.255 -0.340 -3.357
C 2.540 -1.311 -2.299
C 3.267 -0.738 -1.104
C 4.622 -0.948 -0.937
C 5.261 -0.402 0.170
C 4.529 0.349 1.072
C 3.175 0.513 0.842
N 2.549 -0.032 -0.209
H -0.106 1.354 -4.803
H 1.530 1.034 -5.433
H 1.265 2.334 -4.262
H 2.890 -0.284 -4.139
H 3.136 -2.102 -2.749
H 1.601 -1.789 -2.007
H 5.166 -1.537 -1.663
H 6.320 -0.565 0.318
H 4.990 0.800 1.938
H 2.564 1.086 1.529

---

No. 10
24
Properties=species:S:1:pos:R:3 method="wB97M-V/def2-TZVPD" mol_weight_g_mol=140.21 charge=+1 orbital_gap_ha=0.39144
C 1.238 -0.484 1.101
C -0.164 1.793 -0.895
C -1.150 0.450 -0.807
C 1.026 1.493 -0.008
C -0.416 -0.915 -0.489
C 0.925 1.581 1.514
C -1.413 -1.956 -0.797
N 1.146 0.507 2.141
N -0.108 -0.984 0.964
N 1.715 0.175 -0.053
H 2.035 -1.290 1.290
H 0.058 1.990 -1.870
H -0.632 2.699 -0.516
H -1.859 0.584 0.001
H -1.652 0.189 -1.720
H 1.716 2.341 -0.138
H 0.468 -1.144 -1.115
H 0.846 2.549 2.111
H -1.582 -2.127 -1.916
H -2.320 -1.693 -0.212
H -0.923 -2.906 -0.362
H -0.842 -0.582 1.521
H 0.004 -1.900 1.156
H 1.881 -0.371 -0.901

---

- Which value of charge does entry 8 give?
  -2

---

- Among the records above, which one has the highest charge?
  C24H20BrDyN4O2